(1)
# C4H9N

One molecule with the formula C4H9N in a non-equilibrium geometry (ωB97M-V/def2-TZVPD, the OMol25 dataset).

```
14
C4H9N ωB97M-V/def2-TZVPD
C -0.154 1.095 -1.429
C 0.336 0.327 -0.402
N 1.178 0.848 0.531
C -0.284 -1.036 -0.191
C -0.978 -1.171 1.161
H -0.236 0.712 -2.442
H -0.683 2.041 -1.348
H 1.225 1.845 0.663
H 1.576 0.345 1.304
H -0.946 -1.211 -1.030
H 0.451 -1.859 -0.255
H -1.828 -0.480 1.096
H -0.397 -0.825 2.005
H -1.431 -2.133 1.287
```

Values from the calculation:
net charge: 0
SMILES: C=C(N)CC
E: -212.4880 hartree
LUMO energy: 1.0 eV


(2)
# C34H49BrN3O3P2S2SiV

C34H49BrN3O3P2S2SiV as an isolated structure (ωB97M-V/def2-TZVPD, the OMol25 dataset).

```
96
C34H49BrN3O3P2S2SiV ωB97M-V/def2-TZVPD
V -0.216 -0.542 -1.234
C -1.042 -6.054 1.078
C -1.344 -5.677 -0.353
O -1.989 -4.390 -0.363
P -1.456 -3.254 -1.363
S -2.575 -1.654 -1.131
S 0.499 -2.966 -1.127
O -1.750 -3.995 -2.753
C -1.655 -3.258 -3.997
C -2.922 -3.477 -4.786
H -0.497 -7.001 1.113
H -1.964 -6.157 1.656
H -0.426 -5.277 1.539
H -2.023 -6.388 -0.823
H -0.425 -5.645 -0.938
H -0.780 -3.624 -4.527
H -1.504 -2.201 -3.794
H -3.109 -4.544 -4.932
H -2.834 -2.997 -5.764
H -3.773 -3.041 -4.257
C 4.940 0.332 -4.599
C 4.153 1.473 -4.480
C 3.320 1.634 -3.375
C 3.238 0.667 -2.366
C 4.042 -0.472 -2.510
C 4.884 -0.641 -3.605
Si 1.947 0.777 -0.960
C 3.041 0.409 0.592
C 2.799 -0.745 1.352
C 3.496 -1.014 2.531
C 4.464 -0.124 2.982
C 4.744 1.018 2.234
C 4.045 1.271 1.057
H 5.586 0.198 -5.461
H 4.179 2.233 -5.253
H 2.700 2.525 -3.307
H 3.999 -1.253 -1.752
H 5.491 -1.538 -3.688
H 1.845 2.294 -0.839
H 2.037 -1.444 1.013
H 3.280 -1.914 3.097
H 5.005 -0.322 3.901
H 5.509 1.710 2.571
H 4.280 2.164 0.483
Br 0.006 0.987 -7.925
C -0.048 0.532 -6.066
C -0.989 1.126 -5.248
C -1.009 0.781 -3.894
C -0.120 -0.140 -3.307
C 0.808 -0.701 -4.204
C 0.860 -0.385 -5.561
H -1.694 1.842 -5.656
H -1.768 1.262 -3.276
H 1.537 -1.416 -3.830
H 1.602 -0.833 -6.210
O -0.880 0.547 0.671
P -1.352 1.293 1.860
N -0.564 2.662 2.301
C 0.863 2.516 2.696
C 1.531 3.761 2.114
C 0.405 4.793 2.078
C -0.807 3.966 1.662
N -1.252 0.270 3.160
C -0.391 -0.935 3.115
C 0.335 -0.904 4.454
C -0.734 -0.337 5.394
C -1.418 0.743 4.546
N -2.900 1.828 1.670
C -3.559 2.762 2.607
C -5.019 2.291 2.661
C -5.201 1.527 1.344
C -3.868 0.815 1.187
H 1.303 1.605 2.294
H 0.951 2.485 3.787
H 1.876 3.547 1.102
H 2.389 4.073 2.712
H 0.592 5.615 1.386
H 0.241 5.216 3.074
H -0.859 3.874 0.571
H -1.736 4.407 2.013
H 0.277 -0.900 2.257
H -1.003 -1.836 3.022
H 1.197 -0.233 4.394
H 0.691 -1.890 4.756
H -0.335 0.069 6.325
H -1.451 -1.123 5.648
H -0.938 1.716 4.685
H -2.473 0.856 4.812
H -3.501 3.782 2.224
H -3.088 2.755 3.592
H -5.706 3.130 2.770
H -5.173 1.619 3.509
H -5.351 2.228 0.517
H -6.039 0.830 1.360
H -3.635 0.513 0.169
H -3.839 -0.085 1.815
```

Values from the calculation:
net charge: -1
2S+1: 4
E: -7001.8290 hartree
LUMO energy (alpha / beta): 2.2 / 2.2 eV
⟨S²⟩: 3.77


(3)
# C5H13N

A 2-piece molecular cluster, C5H13N overall in a non-equilibrium geometry (ωB97M-V/def2-TZVPD, the OMol25 dataset).

```
19
C5H13N ωB97M-V/def2-TZVPD
C -1.586 0.282 -2.004
C -1.091 -0.840 -1.069
C 0.066 -1.528 -1.874
H -0.764 1.003 -2.002
H -2.536 0.688 -1.656
H -1.610 -0.035 -3.045
H -1.857 -1.588 -0.818
H -0.755 -0.622 -0.052
H 0.453 -2.393 -1.333
H -0.392 -1.883 -2.799
H 0.861 -0.809 -2.062
C 1.020 1.962 2.561
C 1.286 -0.319 2.252
N 0.569 0.611 2.855
H 0.780 2.144 1.479
H 2.106 2.096 2.640
H 0.382 2.665 3.105
H 0.857 -1.317 2.126
H 2.211 -0.115 1.696
```

Values from the calculation:
net charge: -1
2S+1: 2
E: -252.9585 hartree
LUMO energy (alpha / beta): 4.0 / 3.8 eV
⟨S²⟩: 0.75


(4)
# C5H6Si

A 2-piece molecular cluster, C5H6Si overall in a non-equilibrium geometry (ωB97M-V/def2-TZVPD, the OMol25 dataset).

```
12
C5H6Si ωB97M-V/def2-TZVPD
C -3.007 -0.858 -1.370
C -0.779 3.054 0.981
C -2.328 -0.619 -0.418
C -0.820 1.837 0.797
C 1.609 -0.883 -0.552
Si -1.110 0.026 0.740
H -3.750 -1.006 -2.063
H -0.658 4.105 0.938
H 1.302 -1.838 -0.930
H 1.739 0.033 -1.026
H 1.993 -1.023 0.498
H -0.997 -0.578 1.966
```

Values from the calculation:
net charge: 0
E: -483.3570 hartree
LUMO energy (alpha / beta): -0.5 / 0.0 eV


(5)
# C2H6LiO2

C2H6LiO2 as an isolated structure in a non-equilibrium geometry (ωB97M-V/def2-TZVPD, the OMol25 dataset).

```
11
C2H6LiO2 ωB97M-V/def2-TZVPD
C -0.961 -1.012 -0.538
C -1.484 0.268 0.088
O -0.679 1.355 -0.005
H -1.187 -1.833 0.223
H -0.962 -0.850 -1.627
H 0.083 -1.355 -0.499
H -1.680 0.142 1.185
H -2.503 0.529 -0.275
O 1.762 -0.569 0.704
H 2.362 -1.285 0.491
Li 1.159 0.743 -0.293
```

Values from the calculation:
net charge: 0
2S+1: 2
E: -237.7120 hartree
LUMO energy (alpha / beta): 0.1 / -2.6 eV
⟨S²⟩: 0.75


(6)
# C3H4NS

An isolated ion of composition C3H4NS and charge +1 in a non-equilibrium geometry (ωB97M-V/def2-TZVPD, the OMol25 dataset).

```
9
C3H4NS ωB97M-V/def2-TZVPD
C -0.555 1.034 0.037
N -0.855 -0.232 0.015
C 0.195 -1.154 0.044
C 1.461 -0.701 0.010
S 2.551 0.391 0.041
H -1.405 1.701 0.003
H 0.392 1.496 0.005
H -1.849 -0.396 -0.064
H 0.065 -2.139 -0.091
```

Values from the calculation:
net charge: +1
SMILES: C=[NH+]C=C=S
E: -569.2860 hartree
LUMO energy: -6.0 eV


(7)
# C27H29BrHfN6O3PS

C27H29BrHfN6O3PS as an isolated structure in a non-equilibrium geometry (ωB97M-V/def2-TZVPD, the OMol25 dataset).

```
69
C27H29BrHfN6O3PS ωB97M-V/def2-TZVPD
Hf -0.243 -0.727 -0.085
C -2.848 -1.340 4.801
N -2.330 -1.720 3.471
C -2.779 -2.806 2.759
C -2.081 -2.830 1.598
N -1.192 -1.778 1.602
C -1.378 -1.110 2.751
P -0.375 0.319 3.305
C 1.222 -0.266 2.672
N 1.477 -0.693 1.431
C 2.812 -1.026 1.397
C 3.351 -0.792 2.621
N 2.343 -0.307 3.411
C 2.503 0.073 4.831
C -0.697 1.529 1.962
N -0.341 1.381 0.675
C -0.675 2.550 0.027
C -1.205 3.408 0.933
N -1.223 2.752 2.138
C -1.748 3.352 3.381
H -2.854 -2.218 5.440
H -3.853 -0.944 4.686
H -2.199 -0.587 5.237
H -3.544 -3.460 3.144
H -2.146 -3.530 0.782
H 3.294 -1.409 0.515
H 4.352 -0.927 2.996
H 3.550 -0.051 5.085
H 1.902 -0.578 5.459
H 2.223 1.113 4.969
H -0.504 2.697 -1.026
H -1.568 4.418 0.833
H -1.395 4.378 3.441
H -1.378 2.796 4.237
H -2.833 3.330 3.361
Br -6.099 2.720 -5.212
C -4.837 1.935 -4.106
C -5.238 1.443 -2.862
C -4.304 0.850 -2.043
C -2.972 0.745 -2.471
C -2.581 1.243 -3.723
C -3.513 1.840 -4.541
C -2.012 0.114 -1.629
O -2.276 -0.351 -0.452
O -0.749 -0.049 -1.974
H -6.273 1.524 -2.559
H -4.601 0.451 -1.082
H -1.552 1.154 -4.047
H -3.238 2.224 -5.513
C 5.740 1.024 -2.801
C 4.629 0.040 -2.568
C 4.785 -1.303 -2.902
C 3.769 -2.222 -2.692
C 2.557 -1.788 -2.167
C 2.387 -0.453 -1.812
C 3.415 0.448 -2.004
S 1.337 -3.029 -2.000
C 0.398 -2.865 -3.492
O 0.365 -2.484 -0.884
H 6.674 0.663 -2.370
H 5.510 1.996 -2.370
H 5.909 1.158 -3.871
H 5.725 -1.646 -3.318
H 3.926 -3.268 -2.934
H 1.473 -0.032 -1.394
H 3.282 1.484 -1.715
H 0.068 -1.834 -3.598
H -0.428 -3.572 -3.440
H 1.084 -3.154 -4.292
```

Values from the calculation:
net charge: +3
E: -4961.4408 hartree
LUMO energy: -8.4 eV


(8)
# C26H42BBeF9LiMgO19P2S

C26H42BBeF9LiMgO19P2S as an isolated structure in a non-equilibrium geometry (ωB97M-V/def2-TZVPD, the OMol25 dataset).

```
103
C26H42BBeF9LiMgO19P2S ωB97M-V/def2-TZVPD
C 4.713 -3.046 2.188
B 5.246 -1.637 1.816
O 6.481 -1.576 1.132
C 4.493 -0.226 2.097
P 4.789 0.737 0.491
C 4.464 2.491 0.892
O 3.630 0.320 -0.600
O 5.137 0.339 3.238
C 4.496 -0.177 4.333
O 4.908 -0.179 5.432
O 3.294 -0.694 3.954
C 3.075 -0.494 2.565
C 2.047 0.685 2.542
F 2.058 1.347 1.371
F 2.249 1.560 3.548
C 0.676 0.071 2.691
C 0.124 -0.141 3.942
C -1.100 -0.782 4.045
C -1.735 -1.204 2.883
C -1.167 -0.951 1.653
C -1.727 -1.394 0.346
F -0.912 -2.351 -0.067
F -2.939 -1.910 0.451
F -1.737 -0.404 -0.602
C 0.035 -0.305 1.552
H 5.475 -3.687 2.626
H 3.856 -3.056 2.852
H 4.410 -3.537 1.252
H 6.406 -2.336 0.525
H 4.198 2.640 1.935
H 5.394 3.022 0.716
H 3.717 2.893 0.211
H 3.055 -0.374 -0.254
H 2.635 -1.315 2.007
H 0.655 0.186 4.819
H -1.557 -1.002 4.993
H -2.670 -1.737 2.960
H 0.513 -0.106 0.606
Li -2.748 0.793 0.533
C 1.360 2.684 -1.441
C -0.016 2.794 -0.785
O -1.014 2.622 -1.505
O -0.021 3.055 0.453
H 1.257 2.459 -2.502
H 1.901 3.624 -1.328
H 1.940 1.895 -0.969
C 2.915 7.588 0.093
C 2.360 6.115 0.268
C 2.783 5.659 1.719
O 2.946 5.342 -0.584
H 3.995 7.634 0.210
H 2.650 7.963 -0.891
H 2.454 8.221 0.851
H 1.262 6.173 0.246
H 3.862 5.674 1.858
H 2.421 4.647 1.899
H 2.338 6.324 2.460
C -9.768 -3.796 2.696
C -8.693 -2.872 3.222
O -7.377 -3.475 3.142
C -6.853 -3.511 1.934
O -7.239 -3.129 0.907
O -5.597 -4.130 2.010
C -4.985 -4.324 0.687
H -9.731 -4.757 3.210
H -10.751 -3.352 2.844
H -9.636 -3.990 1.633
H -8.859 -2.672 4.278
H -8.694 -1.914 2.705
H -4.948 -3.337 0.116
H -5.534 -5.082 0.129
H -3.939 -4.688 0.866
Mg 7.897 -2.638 -0.215
C 1.132 -4.860 -2.217
F 1.527 -4.276 -3.351
F 0.070 -4.184 -1.753
F 0.728 -6.093 -2.534
S 2.453 -4.859 -0.924
O 2.724 -3.441 -0.718
O 3.529 -5.601 -1.527
O 1.809 -5.509 0.199
C -2.445 1.118 -7.620
O -1.694 2.304 -7.953
P -0.828 3.027 -6.766
O -0.553 4.364 -7.321
O 0.408 1.994 -6.853
C 1.258 2.058 -7.996
O -0.634 3.144 -5.170
C -1.676 3.826 -4.434
H -2.928 0.766 -8.527
H -1.783 0.336 -7.240
H -3.213 1.342 -6.879
H 1.207 3.032 -8.481
H 0.978 1.282 -8.710
H 2.277 1.877 -7.661
H -2.651 3.384 -4.643
H -1.689 4.886 -4.692
H -1.461 3.713 -3.376
O -1.209 -3.495 5.640
H -0.306 -3.664 5.350
H -1.634 -4.356 5.587
Be -4.567 -5.374 2.562
F -5.457 -2.008 0.122
```

Values from the calculation:
net charge: +1
E: -4671.7289 hartree
LUMO energy: -7.8 eV


Question: Which of these has the highest net charge?
Answer: C27H29BrHfN6O3PS